{
  "formula": "C6H12N2O2",
  "method": "ωB97M-V with the def2-TZVPD basis set",
  "symbols": ["C", "C", "N", "C", "C", "N", "C", "C", "O", "O", "H", "H", "H", "H", "H", "H", "H", "H", "H", "H", "H", "H"],
  "xyz": [[-1.0737, 0.4407, -1.9452], [-0.4770, -0.9186, -1.6107], [0.0982, -1.0127, -0.2714], [1.2591, -0.1920, 0.0266], [0.8245, 0.8558, 1.0336], [1.4980, 2.0210, 1.0021], [-0.3183, 0.6404, 1.7606], [-1.1502, -0.5164, 1.4353], [-2.3800, -0.4605, 1.5134], [-0.5597, -2.1200, 1.6643], [-0.3821, 1.2730, -1.7562], [-1.3643, 0.4659, -3.0041], [-1.9664, 0.6288, -1.3331], [-1.2608, -1.6855, -1.6715], [0.3056, -1.1751, -2.3443], [0.0246, -2.1932, 0.1250], [2.0504, -0.8071, 0.4798], [1.7043, 0.3083, -0.8486], [2.3130, 2.1340, 0.4187], [1.2854, 2.7585, 1.6580], [-0.8351, 1.4940, 2.1990], [0.4045, -1.9393, 1.4688]],
  "charge": 0,
  "homo_energy_ev": -8.505,
  "total_energy_ha": -495.6898,
  "gap_ev": 9.02,
  "multiplicity": 1,
  "e_lumo_ev": 0.511,
  "smiles": "CCNC/C(N)=C\\C(=O)O"
}